No. 1
{
  "formula": "C38H43ClN6O6PbS2Si4",
  "method": "ωB97M-V/def2-TZVPD",
  "mol_weight_g_mol": 1098.9,
  "charge": -2,
  "homo_lumo_gap_ev": 6.49,
  "lumo_ha": 0.1436,
  "de_lowest_kcal_mol": 8.3,
  "e_homo_ev": -2.58,
  "e_tot_ev": -132289.9088,
  "symbols": ["Pb", "O", "C", "O", "C", "C", "Cl", "N", "N", "C", "C", "O", "O", "C", "C", "C", "C", "C", "C", "H", "H", "H", "H", "H", "H", "O", "C", "O", "C", "C", "C", "C", "C", "C", "C", "C", "C", "N", "H", "H", "H", "H", "H", "H", "S", "C", "C", "C", "C", "C", "C", "S", "H", "H", "H", "H", "N", "C", "N", "C", "N", "C", "Si", "C", "C", "Si", "Si", "C", "C", "C", "Si", "C", "C", "C", "H", "H", "H", "H", "H", "H", "H", "H", "H", "H", "H", "H", "H", "H", "H", "H", "H", "H", "H", "H", "H", "H", "H", "H", "H", "H", "H"],
  "positions_angstrom": [[-1.2251, -0.7593, 0.5874], [-0.6352, 4.8042, 4.4601], [-1.8483, 4.3257, 4.5673], [-2.6368, 4.7524, 5.3880], [-2.2426, 3.2162, 3.6356], [-3.4874, 2.6312, 3.6545], [-4.8507, 2.9410, 4.6296], [-3.5125, 1.6458, 2.7269], [-2.3293, 1.5578, 2.0709], [-1.5532, 2.4920, 2.6068], [-0.1728, 2.6987, 2.0010], [0.5349, 3.6360, 2.4762], [0.1469, 1.9562, 1.0551], [-4.6561, 0.8527, 2.3582], [-5.7215, 1.4652, 1.7139], [-6.8160, 0.7002, 1.3430], [-6.8303, -0.6656, 1.6139], [-5.7550, -1.2592, 2.2582], [-4.6581, -0.4997, 2.6404], [-0.1303, 4.3566, 3.6767], [-5.6735, 2.5249, 1.4880], [-7.6485, 1.1656, 0.8265], [-7.6798, -1.2666, 1.3063], [-5.7518, -2.3262, 2.4473], [-3.7989, -0.9600, 3.1270], [-2.1621, -1.9997, 4.8052], [-1.4952, -2.1287, 3.7678], [-1.9147, -2.1052, 2.5663], [-0.0096, -2.4014, 4.0008], [0.3316, -3.1661, 5.1561], [1.6356, -3.4304, 5.4177], [2.6361, -2.9091, 4.5539], [4.0228, -3.1160, 4.7601], [4.9413, -2.5764, 3.9000], [4.5050, -1.8134, 2.7924], [3.1729, -1.6140, 2.5677], [2.2024, -2.1510, 3.4458], [0.8800, -1.9229, 3.1802], [-0.4738, -3.5111, 5.7890], [1.9356, -4.0217, 6.2755], [4.3369, -3.7148, 5.6112], [6.0015, -2.7382, 4.0607], [5.2381, -1.3862, 2.1147], [2.8243, -1.0457, 1.7118], [-3.4273, -0.4706, -0.8343], [-3.3977, -1.7463, -2.0514], [-4.5013, -1.8196, -2.9200], [-4.5816, -2.7613, -3.9327], [-3.5454, -3.6735, -4.1024], [-2.4543, -3.6270, -3.2480], [-2.3530, -2.6772, -2.2149], [-0.9277, -2.7475, -1.1789], [-5.3056, -1.1050, -2.7734], [-5.4477, -2.7846, -4.5845], [-3.5885, -4.4170, -4.8908], [-1.6406, -4.3360, -3.3622], [-0.0778, 0.8604, -1.7045], [-0.8397, 1.7749, -1.6008], [-1.7183, 2.6359, -1.4758], [-2.0646, 3.7727, -2.0555], [-2.4154, 4.7784, -2.5210], [3.2775, 2.3609, 1.0290], [2.7022, 2.4529, -0.7487], [4.3165, 2.6768, -1.7343], [1.7770, 4.0547, -1.0382], [1.7029, 0.6583, -1.8965], [1.4203, 0.9497, -4.2143], [0.7069, 2.6504, -4.5820], [2.9500, 0.7603, -5.3010], [0.1340, -0.2802, -4.7968], [2.5488, -1.5324, -1.6555], [2.3515, -2.6994, -0.1975], [4.3998, -1.0905, -1.7332], [2.3257, -2.5887, -3.1982], [3.0834, 3.3321, 1.4934], [4.3471, 2.1229, 1.1015], [2.7099, 1.6323, 1.6086], [4.8685, 3.5407, -1.3369], [4.1230, 2.8602, -2.8029], [4.9740, 1.7971, -1.6616], [2.4802, 4.8931, -0.9841], [1.0213, 4.1891, -0.2558], [1.2706, 4.0956, -2.0119], [1.3108, 3.4563, -4.1445], [-0.3049, 2.7409, -4.1670], [0.6412, 2.8210, -5.6620], [3.7288, 1.4857, -5.0283], [2.6899, 0.9168, -6.3556], [3.3817, -0.2453, -5.2038], [-0.8005, -0.1301, -4.2377], [0.4402, -1.3161, -4.6177], [-0.0805, -0.1604, -5.8655], [3.3184, -2.9021, 0.2728], [1.9146, -3.6331, -0.5599], [1.6748, -2.3169, 0.5756], [4.7248, -0.5251, -0.8436], [4.6151, -0.4670, -2.6181], [5.0120, -2.0001, -1.7983], [1.2908, -2.9409, -3.2671], [2.9854, -3.4631, -3.1251], [2.5760, -2.0468, -4.1213]]
}


No. 2
{
  "formula": "C10H20N2O7P",
  "method": "ωB97M-V/def2-TZVPD",
  "mol_weight_g_mol": 311.3,
  "charge": -1,
  "homo_lumo_gap_ev": 5.17,
  "lumo_ha": 0.0933,
  "de_lowest_kcal_mol": 0.0,
  "e_homo_ev": -2.63,
  "e_tot_ev": -37294.4599,
  "symbols": ["C", "C", "C", "N", "C", "O", "N", "O", "P", "O", "O", "O", "H", "H", "H", "H", "H", "H", "H", "H", "C", "C", "O", "C", "H", "H", "H", "H", "H", "H", "C", "C", "O", "C", "H", "H", "H", "H", "H", "H"],
  "positions_angstrom": [[-4.4607, 1.8719, -1.2889], [-3.9100, 0.4997, -1.6053], [-3.3722, 0.3225, -3.0179], [-3.9796, -0.4354, -0.7257], [-2.8376, -1.2439, -0.4863], [-3.1429, -2.2112, 0.5403], [-4.3392, -1.9958, 1.2677], [-4.1191, -1.9801, 2.4273], [-1.5125, -0.3230, 0.1771], [-0.3198, -1.1212, 0.5176], [-1.9335, 0.5040, 1.5344], [-1.1519, 0.8463, -0.9064], [-3.6516, 2.5909, -1.4376], [-5.3083, 2.1436, -1.9309], [-4.7980, 1.8807, -0.2527], [-2.3318, 0.0116, -3.0555], [-3.4801, 1.2526, -3.5810], [-3.9967, -0.4239, -3.5151], [-2.4578, 1.2867, 1.3348], [-1.1661, 1.7042, -0.4745], [2.2988, -2.9336, 0.3340], [3.7371, -3.0268, -0.0942], [4.1161, -3.6830, -1.0393], [4.6857, -2.2026, 0.7455], [1.6663, -3.5318, -0.3176], [2.1767, -3.2799, 1.3612], [1.9590, -1.8987, 0.2784], [4.6554, -2.5281, 1.7865], [4.3765, -1.1585, 0.6856], [5.7041, -2.2939, 0.3712], [1.9702, 1.3321, 0.3222], [3.2426, 1.8529, 0.9388], [4.3091, 1.3088, 0.7566], [3.1277, 3.0877, 1.8036], [2.1762, 0.4471, -0.2732], [1.2469, 1.0626, 1.0949], [1.5277, 2.0957, -0.3214], [2.4544, 2.8942, 2.6401], [2.7293, 3.9183, 1.2185], [4.1096, 3.3572, 2.1871]]
}


No. 3
{
  "formula": "C6H13FeO4",
  "method": "ωB97M-V/def2-TZVPD",
  "mol_weight_g_mol": 205.0,
  "charge": 1,
  "spin_multiplicity": 7,
  "homo_lumo_gap_ev": [8.62, 7.32],
  "lumo_ha": [-0.1342, -0.2332],
  "de_lowest_kcal_mol": 0.0,
  "e_homo_ev": [-12.28, -13.67],
  "e_tot_ev": -48998.7837,
  "symbols": ["C", "O", "C", "H", "H", "H", "H", "H", "H", "O", "C", "C", "O", "C", "C", "O", "Fe", "H", "H", "H", "H", "H", "H", "H"],
  "positions_angstrom": [[-0.2729, -3.2033, -0.7426], [-0.1229, -2.0753, 0.1162], [0.0597, -2.3013, 1.4569], [-1.0038, -3.8852, -0.2878], [-0.5082, -2.7837, -1.7270], [0.6363, -3.8176, -0.8011], [-0.2235, -1.4351, 2.0517], [0.8362, -3.0628, 1.5410], [-0.2685, 1.1778, 1.8095], [1.9500, 0.0442, 0.7623], [1.8810, 1.3190, 1.3070], [0.4602, 1.8696, 1.1687], [0.1664, 1.7121, -0.2115], [-1.1670, 1.8984, -0.6704], [-1.2444, 1.1874, -2.0210], [-0.7132, -0.0929, -1.9506], [0.7270, -0.2240, -0.6907], [2.5817, 2.0213, 0.8061], [2.1298, 1.3336, 2.3872], [0.3667, 2.9204, 1.4812], [-1.4002, 2.9722, -0.7431], [-1.8530, 1.4280, 0.0546], [-0.7090, 1.8110, -2.7679], [-2.3084, 1.1863, -2.3288]]
}


No. 4
{
  "formula": "CH4F3NP2",
  "method": "ωB97M-V/def2-TZVPD",
  "smiles": "CN(PF)P(F)F",
  "mol_weight_g_mol": 149.0,
  "homo_lumo_gap_ev": 10.01,
  "lumo_ha": 0.0022,
  "de_lowest_kcal_mol": 34.1,
  "e_homo_ev": -9.95,
  "e_tot_ev": -29323.0562,
  "symbols": ["C", "N", "F", "F", "F", "P", "P", "H", "H", "H", "H"],
  "positions_angstrom": [[-0.5456, 0.1779, -0.3703], [0.2865, 0.1526, 0.7945], [0.7083, -2.4387, 1.9061], [1.4585, 2.1590, -0.0368], [0.2405, 2.2619, 1.8997], [1.3559, -1.6991, 0.6258], [1.4000, 1.2912, 1.3299], [0.0126, 0.3456, -1.2097], [-1.0851, -0.6922, -0.2512], [-1.2464, 1.0573, -0.1558], [2.4993, -1.0511, 1.4379]]
}